1.
ORCA calculation (wB97M-V/def2-TZVPD) on C12H15CuN5O as an isolated structure.

Geometry (Å):
Cu 0.05398 0.28734 0.06316
O 0.13516 1.30559 1.69699
N 1.54946 -0.71812 -0.95261
N 0.07990 -2.43110 -1.67518
N -0.29490 3.47812 1.17455
N -0.01785 2.79799 3.36114
N -1.41122 -0.73799 -0.94449
C -3.55196 -2.35881 -1.64624
C -2.26221 -2.79642 -1.80733
C 1.35585 -1.93876 -1.44371
C 2.42770 -2.78074 -1.77608
C -2.68728 -0.32389 -0.79768
C 3.92093 -1.04138 -1.11118
C -3.77878 -1.08164 -1.13364
C 3.71177 -2.32746 -1.60780
C -1.20033 -1.95013 -1.45156
C -0.05203 2.48713 2.05718
C 2.81841 -0.28904 -0.79717
C -0.20507 4.12677 3.91208
H 2.23456 -3.77294 -2.16245
H 0.08504 -3.35859 -2.06549
H -2.80767 0.67014 -0.38843
H 2.92363 0.71170 -0.39986
H -0.13813 4.06521 4.99382
H -4.77674 -0.69339 -0.99641
H 0.56902 4.81548 3.56778
H -0.27495 3.25856 0.19517
H 0.16408 2.02166 3.97357
H -1.18965 4.52630 3.66173
H -0.40800 4.43566 1.45267
H -4.37960 -3.00027 -1.91679
H 4.91370 -0.64178 -0.96890
H 4.54849 -2.96458 -1.86012
H -2.05534 -3.78066 -2.20667

Charge: +1
E_HOMO (eV): -11.23
Spin multiplicity: 1
Energy above the lowest of the compared OMol25 structures with the same formula, charge and spin (kJ/mol): 9.1


2.
ORCA calculation (wB97M-V/def2-TZVPD) on a 5-piece molecular cluster, C12H15F3NO13 overall in a non-equilibrium geometry.

Geometry (Å):
F 5.38244 4.26166 1.86730
F 0.54663 -5.53859 -3.26788
F -0.77211 -2.39608 7.83128
O -1.58972 3.03992 -0.04767
O 0.24384 -0.78372 6.62191
O 1.19363 -2.37972 -4.36861
O 7.46890 3.06127 -1.17130
O 5.39409 2.63286 -0.47950
O 0.61760 -2.31241 5.11430
O 2.17479 -0.73161 5.50936
O -6.40282 1.06247 -5.46318
O -5.73650 2.46825 -4.03030
O -0.59661 -1.91625 -5.57018
O -3.63323 3.00297 0.72506
O 6.17442 4.61522 -0.17047
O -0.19217 -3.87377 -4.58321
N -5.92763 1.29898 -4.36802
C 0.10793 -2.63490 -4.93583
C 4.23257 3.35603 -0.04261
C 0.93024 -4.54841 -4.10230
C -2.22027 1.20037 1.31372
C 1.08233 -1.26415 5.73672
C 1.48845 -3.38724 -3.42834
C -0.84331 -1.68556 6.73672
C 4.97034 4.57428 0.61395
C -2.51715 2.50671 0.59346
C 6.42762 3.38657 -0.69760
C -0.69135 -2.61891 5.52299
C -5.83837 0.17538 -3.38237
H 3.57659 3.75538 -0.81612
H -2.23755 1.19867 2.40358
H 3.65017 2.82855 0.71281
H -0.70206 -3.66009 5.84540
H -6.70265 -0.44855 -3.61003
H 0.89647 -3.22817 -2.52703
H 1.43810 -5.04173 -4.93105
H 4.28784 5.42297 0.56883
H -4.82327 -0.21466 -3.45664
H 2.50808 -3.65605 -3.15232
H -1.40824 -2.37255 4.73975
H -6.10183 0.65283 -2.43858
H -1.19757 0.87984 1.11511
H -1.81413 -1.19051 6.71308
H -2.84453 0.50242 0.75581

Charge: -1
E_HOMO (eV): -3.86
Spin multiplicity: 1
Energy above the lowest of the compared OMol25 structures with the same formula, charge and spin (kJ/mol): 161.7